23
Properties=species:S:1:pos:R:3 method="wB97M-V/def2-TZVPD" charge=+2 multiplicity=1 fmax_ev_per_a=5.402 homo_lumo_gap_ev=8.617
C -0.237 -0.040 -0.898
C -1.595 -0.530 -0.812
C 3.883 -0.176 0.294
C -3.911 -0.525 0.093
C 3.092 -1.269 0.602
N 0.162 0.987 -0.236
N -2.480 -0.117 0.026
N 1.591 1.371 -0.569
N -2.257 0.654 1.089
H 0.211 -0.683 -1.702
H -2.063 -1.245 -1.487
H 4.405 -0.125 -0.583
H 4.417 0.319 1.214
H 2.903 0.668 0.034
H -3.964 -1.049 0.961
H -4.570 0.482 -0.079
H -4.071 -1.337 -0.590
H 2.921 -1.804 1.649
H 2.574 -1.883 -0.116
H 1.895 2.260 -0.232
H 1.526 1.624 -1.547
H -1.465 1.330 1.231
H -2.965 1.088 1.656